Below is an isolated ion of composition CH4N3 and charge +1 in a non-equilibrium geometry, with properties calculated with ωB97M-V with the def2-TZVPD basis set.

Output
**Highest occupied orbital energy**: -15.009 eV
**Charge**: +1
**Energy relative to the best compared isomer or geometry (same formula, charge and spin)**: 89.3 kcal per mole
**2S+1**: 1
**Gap between HOMO and LUMO**: 0.33847 hartree

CARTESIAN COORDINATES (ANGSTROEM)
C  -0.471  -0.160  -0.502
N  1.815  -0.386  0.178
N  0.767  0.219  -0.163
N  -1.554  -0.300  0.133
H  2.676  0.151  0.105
H  0.819  1.210  -0.518
H  -1.654  -0.174  1.146
H  -2.397  -0.560  -0.379

Atomic forces in eV per Å
-0.36 -1.34 -1.32
-1.42 -1.24 0.11
1.51 2.09 0.27
0.13 0.23 0.91
-0.29 0.67 -0.21
0.25 -0.40 0.34
-0.01 -0.06 -0.16
0.18 0.05 0.05